Molecular formula: C59H32F15GeN4PSV
Method: DFT, ωB97M-V/def2-TZVPD

Geometry (Å):
V: 0.50 0.10 -0.69
C: 2.71 3.13 -1.60
C: 3.41 2.06 -1.23
C: 2.35 0.34 -2.85
C: 1.45 2.54 -3.70
C: 1.74 3.31 -2.66
H: 2.86 4.02 -1.00
H: 4.10 2.18 -0.40
H: 2.60 -0.67 -3.25
H: 0.69 2.88 -4.39
H: 1.19 4.25 -2.57
C: 3.08 -1.91 1.59
C: 2.04 -1.16 1.06
N: 2.18 -0.41 -0.04
C: 3.37 -0.31 -0.65
C: 4.49 -1.05 -0.18
C: 4.31 -1.86 0.97
C: 5.72 -0.97 -0.83
C: 5.87 -0.15 -1.96
C: 4.86 0.61 -2.45
C: 3.50 0.68 -1.82
N: 1.21 0.29 -2.10
C: 2.09 1.25 -4.13
C: 3.27 1.53 -5.00
C: 3.49 0.86 -6.16
C: 2.61 -0.10 -6.67
C: 1.38 -0.32 -6.02
C: 0.40 -1.21 -6.49
C: -0.81 -1.32 -5.82
C: -1.02 -0.52 -4.70
N: -0.11 0.32 -4.24
C: 1.06 0.41 -4.85
H: 2.92 -2.51 2.47
H: 1.05 -1.16 1.51
H: 5.14 -2.44 1.33
H: 6.56 -1.54 -0.45
H: 6.84 -0.11 -2.45
H: 5.02 1.27 -3.28
H: 3.90 2.36 -4.71
H: 4.38 1.10 -6.74
H: 2.83 -0.62 -7.59
H: 0.61 -1.83 -7.36
H: -1.56 -2.02 -6.15
H: -1.94 -0.57 -4.14
F: 0.01 -3.39 1.46
C: -0.85 -3.41 2.51
C: -2.07 -2.76 2.32
C: -2.98 -2.86 3.38
F: -4.19 -2.28 3.26
C: -2.69 -3.54 4.54
F: -3.59 -3.62 5.55
C: -1.44 -4.16 4.70
F: -1.15 -4.84 5.84
C: -0.51 -4.08 3.66
F: 0.70 -4.68 3.80
Ge: -2.58 -2.36 0.42
S: -1.63 -0.89 -0.80
C: -2.66 -4.23 -0.25
C: -1.80 -4.74 -1.22
F: -0.91 -3.92 -1.80
C: -1.84 -6.06 -1.62
F: -1.03 -6.53 -2.59
C: -2.75 -6.94 -1.01
F: -2.83 -8.23 -1.42
C: -3.58 -6.46 0.00
F: -4.44 -7.31 0.61
C: -3.52 -5.14 0.37
F: -4.31 -4.69 1.36
C: -4.46 -1.70 0.42
C: -5.49 -2.21 -0.36
F: -5.31 -3.38 -1.01
C: -6.71 -1.57 -0.50
F: -7.70 -2.11 -1.24
C: -6.91 -0.34 0.13
F: -8.10 0.31 0.01
C: -5.89 0.22 0.90
F: -6.10 1.40 1.50
C: -4.69 -0.46 1.01
F: -3.69 0.07 1.74
N: 0.43 1.75 0.07
P: 0.39 2.40 1.46
C: 0.72 1.44 3.00
C: 1.76 1.59 3.91
C: 1.86 0.75 5.01
C: 0.92 -0.25 5.22
C: -0.12 -0.40 4.31
C: -0.21 0.43 3.21
C: 1.43 3.90 1.55
C: 2.82 3.85 1.70
C: 3.58 4.99 1.56
C: 2.98 6.20 1.23
C: 1.61 6.25 1.02
C: 0.85 5.10 1.16
C: -1.28 3.05 1.86
C: -2.25 2.87 0.89
C: -3.54 3.33 1.12
C: -3.85 3.96 2.31
C: -2.87 4.16 3.27
C: -1.58 3.70 3.05
H: 2.50 2.37 3.78
H: 2.67 0.89 5.71
H: 1.00 -0.89 6.08
H: -0.86 -1.18 4.47
H: -1.03 0.31 2.51
H: 3.30 2.90 1.90
H: 4.66 4.94 1.67
H: 3.58 7.09 1.11
H: 1.14 7.18 0.75
H: -0.22 5.13 0.99
H: -1.97 2.37 -0.03
H: -4.31 3.17 0.37
H: -4.86 4.30 2.49
H: -3.12 4.66 4.20
H: -0.81 3.85 3.80

Summary:
Spin multiplicity: 2
Net charge: -2
Expectation value of S²: 0.790
HOMO-LUMO gap (spin up / spin down) in hartree: 0.1097 / 0.1091
HOMO energy (spin up / spin down) in eV: 0.26 / 0.28

Here are the Löwdin charges for atoms 1 to 2, given in e: number 1, V, carries 0.461; number 2, C, carries -0.103

=====

Molecular formula: C59H41F9N11P2Pd
Method: DFT, ωB97M-V/def2-TZVPD

Geometry (Å):
Pd: 0.05 0.73 0.35
C: -1.42 -1.48 6.32
C: -0.18 -2.08 6.23
C: 0.74 -1.71 5.24
C: 0.34 -0.74 4.34
C: 1.01 -0.09 3.21
N: 0.17 0.80 2.63
C: -0.96 0.85 3.33
N: -1.92 1.74 3.14
C: -1.95 2.59 2.14
C: -2.80 3.79 2.13
C: -3.61 4.37 3.09
C: -4.28 5.55 2.74
C: -4.13 6.11 1.47
C: -3.31 5.52 0.51
C: -2.66 4.36 0.86
C: -1.69 3.52 0.14
N: -1.25 3.86 -1.05
C: -0.08 3.44 -1.53
N: 0.73 2.50 -1.01
C: 1.98 2.73 -1.49
N: 3.12 2.25 -1.04
C: 3.28 1.53 0.05
N: 2.31 0.95 0.81
C: 2.89 0.37 1.89
N: 2.28 -0.25 2.89
C: 4.34 0.55 1.82
C: 5.36 0.17 2.67
C: 6.66 0.58 2.33
C: 6.90 1.33 1.19
C: 5.86 1.70 0.33
C: 4.59 1.29 0.67
C: 1.94 3.76 -2.54
C: 2.93 4.41 -3.25
C: 2.54 5.50 -4.03
C: 1.23 5.93 -4.08
C: 0.23 5.28 -3.34
C: 0.61 4.19 -2.59
N: -1.34 2.46 0.92
C: -0.92 -0.14 4.43
C: -1.81 -0.48 5.42
H: -2.10 -1.78 7.10
H: 0.10 -2.84 6.95
H: 1.72 -2.15 5.19
H: -3.70 3.94 4.08
H: -4.91 6.04 3.47
H: -4.65 7.03 1.24
H: -3.17 5.96 -0.47
H: 5.17 -0.42 3.55
H: 7.48 0.31 2.98
H: 7.91 1.64 0.96
H: 6.05 2.29 -0.55
H: 3.96 4.10 -3.17
H: 3.30 6.04 -4.59
H: 0.97 6.80 -4.67
H: -0.80 5.62 -3.35
H: -2.77 0.01 5.51
F: 3.80 -6.65 3.02
C: 3.73 -6.54 1.70
F: 4.94 -6.78 1.18
F: 2.89 -7.48 1.24
C: 3.22 -5.17 1.28
C: 2.80 -4.25 2.21
C: 2.23 -3.05 1.79
C: 2.10 -2.79 0.44
C: 2.57 -3.71 -0.51
C: 3.14 -4.90 -0.08
P: 1.01 -1.47 -0.23
C: 1.90 -0.87 -1.70
C: 1.20 -0.23 -2.72
C: 1.88 0.30 -3.81
C: 3.27 0.21 -3.86
C: 3.98 -0.40 -2.84
C: 3.29 -0.94 -1.76
C: 3.98 0.79 -5.06
F: 3.67 2.11 -5.18
F: 5.30 0.69 -4.96
F: 3.59 0.19 -6.19
C: -0.32 -2.60 -0.78
C: -0.63 -2.90 -2.10
C: -1.56 -3.90 -2.38
C: -2.17 -4.59 -1.34
C: -1.85 -4.30 -0.01
C: -0.95 -3.29 0.26
C: -3.21 -5.64 -1.61
F: -2.91 -6.79 -0.99
F: -3.36 -5.88 -2.91
F: -4.40 -5.22 -1.13
H: 2.89 -4.47 3.27
H: 1.90 -2.33 2.53
H: 2.49 -3.51 -1.57
H: 3.50 -5.61 -0.80
H: 0.13 -0.14 -2.67
H: 1.35 0.79 -4.61
H: 5.05 -0.45 -2.88
H: 3.85 -1.41 -0.96
H: -0.13 -2.40 -2.92
H: -1.80 -4.15 -3.40
H: -2.32 -4.86 0.78
H: -0.69 -3.06 1.29
C: -5.68 -1.01 -0.31
N: -5.39 0.48 -0.07
C: -5.28 1.16 -1.45
N: -4.30 0.52 -2.24
C: -4.61 -0.89 -2.43
N: -4.67 -1.57 -1.13
C: -3.36 -1.67 -0.50
P: -2.59 0.00 -0.12
C: -4.14 0.66 0.73
C: -2.94 0.77 -1.79
H: -6.65 -1.08 -0.80
H: -5.71 -1.50 0.66
H: -6.17 0.89 0.44
H: -5.03 2.21 -1.27
H: -6.27 1.10 -1.91
H: -3.84 -1.35 -3.04
H: -5.57 -0.99 -2.93
H: -2.70 -2.22 -1.16
H: -3.45 -2.23 0.44
H: -4.04 1.72 0.94
H: -4.26 0.14 1.68
H: -2.24 0.34 -2.52
H: -2.76 1.84 -1.76

Summary:
Net charge: +3
HOMO-LUMO gap (spin up / spin down) in hartree: 0.1932 / 0.1932
HOMO energy (spin up / spin down) in eV: -15.20 / -15.20

Here are the Löwdin charges for atoms 1 to 2, given in e: number 1, Pd, carries 0.658; number 2, C, carries -0.024

=====

Molecular formula: C59H44BF5O17
Method: DFT, ωB97M-V/def2-TZVPD

Geometry (Å):
C: -4.24 -4.54 -4.57
C: -2.79 -5.19 -4.83
C: -1.74 -4.04 -4.63
C: -0.27 -4.54 -4.20
C: -0.03 -6.09 -4.48
C: 0.17 -4.08 -2.79
C: -0.39 -4.43 -1.60
B: -1.63 -5.46 -1.52
O: -1.48 -6.86 -1.52
O: -2.96 -5.00 -1.50
C: 0.10 -3.88 -0.22
O: 0.07 -4.56 0.78
C: 0.67 -2.42 -0.27
C: 0.52 -1.52 0.86
O: -0.11 -1.87 2.05
C: 1.04 -0.15 0.72
C: 1.66 0.23 -0.54
C: 1.82 -0.66 -1.69
C: 2.49 -0.15 -3.00
F: 3.83 -0.53 -2.96
F: 1.84 -0.62 -4.14
C: 2.45 1.42 -3.12
C: 3.56 2.28 -2.74
C: 3.40 3.73 -2.94
C: 2.13 4.25 -3.51
C: 1.01 3.38 -3.88
C: -0.28 3.99 -4.50
F: -0.53 5.17 -3.82
F: -1.38 3.18 -4.36
F: -0.13 4.26 -5.83
C: 1.19 1.95 -3.67
C: 1.31 -2.03 -1.55
C: 1.39 -3.10 -2.69
O: 2.34 -3.19 -3.42
H: -4.86 -5.25 -3.95
H: -4.79 -4.34 -5.51
H: -4.15 -3.62 -3.93
H: -2.71 -6.03 -4.10
H: -2.83 -5.61 -5.87
H: -2.03 -3.26 -3.88
H: -1.65 -3.51 -5.62
H: 0.43 -4.03 -4.93
H: -0.71 -6.75 -3.89
H: -0.19 -6.25 -5.58
H: 1.06 -6.28 -4.29
H: -0.71 -7.10 -0.97
H: -3.52 -5.80 -1.51
H: -0.99 -1.43 2.01
H: 0.91 0.55 1.57
H: 2.01 1.29 -0.61
H: 4.50 1.84 -2.31
H: 4.23 4.43 -2.69
H: 2.00 5.34 -3.70
H: 0.36 1.25 -3.94
C: 4.00 10.02 -1.58
C: 4.16 8.92 -2.30
C: 3.31 7.72 -2.07
O: 3.46 6.71 -2.72
C: 2.28 7.81 -1.01
C: 2.12 8.92 -0.29
C: 2.96 10.11 -0.52
O: 2.81 11.12 0.13
H: 4.60 10.91 -1.73
H: 4.91 8.83 -3.07
H: 1.67 6.93 -0.86
H: 1.37 8.99 0.48
C: -1.48 0.28 6.39
C: -1.51 -0.13 5.13
C: -2.22 0.65 4.09
O: -2.25 0.27 2.93
C: -2.87 1.91 4.50
C: -2.84 2.33 5.76
C: -2.14 1.54 6.81
O: -2.10 1.92 7.96
H: -0.97 -0.28 7.17
H: -1.04 -1.05 4.80
H: -3.38 2.47 3.72
H: -3.31 3.24 6.09
C: -8.88 -4.88 -6.75
C: -7.64 -5.23 -6.43
C: -6.65 -5.60 -7.46
O: -5.52 -5.92 -7.16
C: -7.09 -5.56 -8.87
C: -8.33 -5.20 -9.20
C: -9.32 -4.84 -8.17
O: -10.45 -4.51 -8.47
H: -9.62 -4.61 -6.01
H: -7.30 -5.27 -5.40
H: -6.35 -5.83 -9.62
H: -8.67 -5.17 -10.23
C: 6.31 -4.23 1.66
C: 6.11 -2.92 1.84
C: 5.39 -2.11 0.84
O: 5.21 -0.92 1.01
C: 4.90 -2.79 -0.38
C: 5.10 -4.10 -0.56
C: 5.82 -4.92 0.44
O: 6.00 -6.11 0.27
H: 6.84 -4.84 2.38
H: 6.47 -2.41 2.72
H: 4.37 -2.18 -1.10
H: 4.74 -4.62 -1.44
C: 1.40 7.22 4.56
C: 2.06 7.50 3.44
C: 2.63 6.43 2.59
O: 3.22 6.69 1.56
C: 2.44 5.03 3.03
C: 1.78 4.75 4.16
C: 1.22 5.82 5.01
O: 0.62 5.56 6.03
H: 0.98 7.99 5.20
H: 2.20 8.52 3.10
H: 2.86 4.26 2.40
H: 1.64 3.73 4.50
C: 0.08 -0.25 12.65
C: 0.04 -0.66 11.39
C: -0.66 0.12 10.34
O: -0.69 -0.26 9.19
C: -1.32 1.38 10.76
C: -1.28 1.79 12.02
C: -0.58 1.01 13.07
O: -0.54 1.39 14.22
H: 0.59 -0.81 13.43
H: 0.52 -1.58 11.07
H: -1.82 1.94 9.98
H: -1.76 2.71 12.35

Summary:
HOMO-LUMO gap in hartree: 0.2725
HOMO energy in eV: -9.33

Here are the Löwdin charges for atoms 1 to 2, given in e: number 1, C, carries -0.116; number 2, C, carries -0.221

=====

Molecular formula: C59H47BrN2OP2S3SiTa
Method: DFT, ωB97M-V/def2-TZVPD

Geometry (Å):
Ta: 0.71 0.23 -0.33
C: -1.12 -3.21 0.10
Si: -0.61 -1.63 1.08
C: 0.62 -2.47 2.29
C: 0.20 -3.21 3.39
C: 1.08 -4.00 4.10
C: 2.41 -4.10 3.70
C: 2.85 -3.36 2.62
C: 1.96 -2.54 1.93
P: 2.67 -1.44 0.66
C: 4.03 -0.77 1.68
C: 3.63 -0.30 2.94
C: 4.56 0.22 3.81
C: 5.89 0.32 3.44
C: 6.29 -0.13 2.19
C: 5.37 -0.69 1.32
C: 3.32 -2.58 -0.60
C: 4.28 -2.17 -1.53
C: 4.67 -3.02 -2.55
C: 4.10 -4.27 -2.68
C: 3.13 -4.68 -1.77
C: 2.75 -3.85 -0.74
C: -2.20 -1.12 1.99
C: -3.08 -2.12 2.41
C: -4.30 -1.83 2.99
C: -4.68 -0.51 3.15
C: -3.82 0.51 2.74
C: -2.58 0.21 2.19
P: -1.38 1.52 1.72
C: -0.61 1.76 3.37
C: -0.48 0.72 4.28
C: 0.16 0.94 5.49
C: 0.67 2.19 5.80
C: 0.55 3.23 4.88
C: -0.07 3.01 3.67
C: -2.40 3.06 1.69
C: -3.02 3.56 2.83
C: -3.79 4.70 2.76
C: -3.93 5.38 1.55
C: -3.28 4.91 0.43
C: -2.52 3.76 0.49
H: -1.33 -4.03 0.78
H: -0.32 -3.55 -0.56
H: -2.00 -3.05 -0.50
H: -0.83 -3.16 3.70
H: 0.73 -4.56 4.96
H: 3.09 -4.74 4.24
H: 3.88 -3.41 2.31
H: 2.59 -0.34 3.22
H: 4.24 0.56 4.79
H: 6.61 0.74 4.12
H: 7.32 -0.04 1.89
H: 5.71 -1.07 0.37
H: 4.72 -1.19 -1.46
H: 5.43 -2.69 -3.25
H: 4.40 -4.93 -3.48
H: 2.68 -5.65 -1.87
H: 2.02 -4.18 -0.01
H: -2.81 -3.15 2.26
H: -4.95 -2.62 3.30
H: -5.63 -0.26 3.58
H: -4.14 1.53 2.85
H: -0.88 -0.25 4.06
H: 0.25 0.13 6.20
H: 1.14 2.37 6.75
H: 0.96 4.20 5.11
H: -0.15 3.82 2.96
H: -2.88 3.06 3.78
H: -4.28 5.08 3.64
H: -4.53 6.28 1.50
H: -3.36 5.45 -0.51
H: -1.99 3.42 -0.39
Br: 3.40 1.25 -1.41
C: 3.24 0.39 -3.11
C: 4.21 0.63 -4.04
C: 4.18 -0.03 -5.28
C: 3.17 -0.91 -5.53
C: 2.18 -1.19 -4.57
C: 1.20 -2.17 -4.83
C: 0.25 -2.44 -3.89
C: 0.22 -1.73 -2.68
C: 1.16 -0.77 -2.35
C: 2.17 -0.51 -3.31
H: 5.01 1.33 -3.82
H: 4.95 0.16 -6.00
H: 3.13 -1.43 -6.48
H: 1.23 -2.69 -5.77
H: -0.51 -3.19 -4.06
H: -0.59 -1.93 -1.99
S: 1.82 1.67 1.43
C: 1.82 3.24 0.67
C: 2.57 4.20 1.37
N: 3.19 4.94 1.99
C: 1.14 3.55 -0.47
S: 0.12 2.45 -1.36
C: 1.19 4.86 -0.99
N: 1.21 5.91 -1.46
C: -6.00 0.81 -6.62
C: -5.08 0.88 -5.45
C: -4.69 2.09 -4.90
C: -3.91 2.14 -3.76
C: -3.48 0.97 -3.17
C: -3.81 -0.26 -3.73
C: -4.60 -0.30 -4.86
S: -2.75 1.11 -1.51
C: -4.20 0.31 -0.74
O: -1.67 0.07 -1.37
H: -6.15 1.80 -7.06
H: -6.97 0.43 -6.30
H: -5.62 0.14 -7.39
H: -5.04 3.01 -5.36
H: -3.64 3.10 -3.33
H: -3.46 -1.17 -3.28
H: -4.90 -1.25 -5.29
H: -4.30 -0.68 -1.16
H: -5.07 0.92 -0.97
H: -4.05 0.26 0.33

Summary:
Net charge: +1
HOMO-LUMO gap in hartree: 0.2133
HOMO energy in eV: -9.96

Here are the Löwdin charges for atoms 1 to 2, given in e: number 1, Ta, carries 1.075; number 2, C, carries -0.189

=====

Which formula does entry 1 have?
C59H32F15GeN4PSV